Record 1
42
Properties=species:S:1:pos:R:3:forces:R:3:lowdin_spin:R:1 method="wB97M-V/def2-TZVPD" e_tot_ha=-996.2429 mol_weight_g_mol=258.26 de_lowest_kcal_mol=0.0 spin_multiplicity=2 orbital_gap_ha="0.3185 / 0.1816" e_homo_ev="-13.749 / -13.749" total_charge=+1
O -1.398 0.908 1.493 0.31 -1.35 0.65 0.03
C -1.373 0.102 0.580 0.19 1.49 -1.26 0.00
O -1.448 0.582 -0.683 0.16 -0.92 -0.68 0.00
C -1.147 -1.392 0.433 -1.21 0.59 2.45 0.01
C 0.265 -1.659 -0.046 -0.37 -0.17 0.15 0.03
C 1.241 -1.169 1.118 -2.01 0.07 -0.82 0.08
C 1.923 0.871 2.271 0.47 1.05 0.41 0.45
C 1.605 0.239 1.076 0.61 -1.98 -0.49 0.29
H -1.482 1.538 -0.802 -0.28 0.40 0.59 0.00
H -1.216 -1.923 1.392 -0.22 0.51 -0.06 0.00
H -2.075 -1.703 -0.060 0.77 -0.49 -0.94 0.01
H 0.373 -2.743 -0.029 0.11 0.05 -0.55 0.00
H 0.414 -1.218 -1.027 0.63 -0.23 -0.01 0.00
H 0.679 -1.348 2.046 0.74 -0.37 0.24 0.01
H 2.042 -1.907 0.978 0.57 0.45 0.37 0.04
H 2.279 1.894 2.322 -0.12 0.06 -0.20 0.02
H 1.939 0.338 3.215 -0.33 -0.22 -0.10 0.02
H 1.764 0.630 0.072 0.15 0.50 0.21 0.01
H 4.115 -1.036 -1.403 0.05 0.02 -0.30 0.00
H 3.328 -0.357 -2.561 -0.02 -0.12 0.35 0.00
O 3.661 -0.227 -1.659 -0.24 0.12 0.18 0.00
H -1.156 -2.541 3.251 0.28 -0.55 0.59 0.00
H -0.442 -3.910 3.611 0.65 -0.28 0.97 0.00
O -1.008 -3.472 3.003 -0.83 0.42 -1.56 0.00
H -2.416 -1.506 -4.095 0.10 -0.23 0.04 0.00
H -2.103 -2.994 -3.770 0.50 -0.17 0.15 0.00
O -2.774 -2.400 -4.088 -0.59 0.41 -0.17 0.00
H -0.594 3.648 0.783 -0.36 -0.20 -0.06 0.00
H -0.894 2.870 2.098 -0.18 0.24 -0.47 0.00
O -0.687 3.742 1.733 0.43 0.05 0.55 0.00
H 1.029 3.450 -0.427 0.21 0.25 0.00 0.00
H 0.547 2.003 -0.322 0.00 0.20 -0.07 0.00
O 0.515 2.782 -0.888 -0.18 -0.22 -0.02 0.00
H -1.421 -0.154 3.475 -0.23 0.14 0.13 0.00
H -1.315 -0.966 4.829 -0.14 0.24 -0.17 0.00
O -1.090 -0.958 3.891 0.37 0.17 0.04 0.00
H 1.812 2.175 -4.084 -0.17 0.06 0.13 0.00
H 0.895 2.534 -2.892 0.19 0.28 0.31 0.00
O 0.891 2.232 -3.801 -0.11 -0.13 -0.41 0.00
H 0.285 0.223 -2.820 0.25 0.09 -0.40 0.00
H 0.560 -0.819 -3.897 0.02 0.05 -0.13 0.00
O 0.859 -0.526 -3.032 -0.13 -0.27 0.33 0.00

***

Record 2
39
Properties=species:S:1:pos:R:3:forces:R:3:nbo_charge:R:1 method="wB97M-V/def2-TZVPD" e_tot_ha=-770.7757 mol_weight_g_mol=210.27 smiles=CO.CO.CO.CO.CO.CO.O de_lowest_kcal_mol=79.3 orbital_gap_ha=0.3979 e_homo_ev=-10.104
O 0.296 -1.087 -1.132 1.98 -0.18 0.69 -1.00
H 0.315 -1.599 -0.294 -0.70 0.33 -0.50 0.49
H 1.298 -0.984 -1.218 -1.40 -0.12 -0.18 0.50
C -0.777 2.180 0.925 1.93 -0.43 -0.03 -0.25
O 0.531 1.515 0.761 -2.22 -0.86 0.22 -0.79
H -1.309 1.965 0.022 -0.99 -0.42 -0.20 0.18
H -1.253 1.885 1.875 0.01 0.16 -0.59 0.18
H -0.562 3.225 0.866 0.02 0.74 0.46 0.18
H 0.219 0.567 0.708 0.74 0.77 -0.02 0.51
C 3.372 -0.005 -1.893 0.63 2.49 0.59 -0.25
O 3.151 -0.934 -0.878 -0.48 -0.86 0.44 -0.77
H 2.462 0.449 -2.296 -0.35 -0.29 -0.05 0.15
H 3.907 0.885 -1.456 -0.12 -0.72 -0.57 0.16
H 3.947 -0.372 -2.740 0.09 -0.48 0.27 0.18
H 3.027 -0.501 0.005 0.29 0.09 -0.68 0.52
C -2.217 1.024 -3.314 1.47 1.11 -1.11 -0.24
O -2.139 0.128 -2.262 0.04 -0.74 0.63 -0.77
H -1.945 2.030 -2.935 -0.70 -0.07 -0.42 0.16
H -1.432 0.824 -4.093 -0.72 -0.11 0.45 0.16
H -3.193 0.970 -3.805 0.11 0.20 0.33 0.18
H -1.206 0.016 -2.012 -0.15 -0.40 0.17 0.52
C 3.626 1.060 2.370 0.13 -0.85 1.88 -0.24
O 2.743 0.441 1.497 0.55 -0.91 -0.63 -0.77
H 4.559 0.511 2.217 0.19 0.51 0.42 0.18
H 3.745 2.132 2.242 0.09 0.14 -0.41 0.17
H 3.262 0.906 3.438 0.64 0.15 -1.00 0.15
H 1.971 0.975 1.384 -1.18 0.83 -0.14 0.50
C -3.526 -2.348 -0.705 -0.48 -2.07 -0.11 -0.24
O -2.744 -1.350 -0.131 -0.33 0.82 0.49 -0.77
H -2.921 -3.043 -1.308 0.11 0.28 0.01 0.17
H -4.030 -3.030 0.040 0.39 1.07 -0.38 0.17
H -4.270 -1.932 -1.374 -0.31 0.05 -0.01 0.17
H -2.925 -0.550 -0.660 0.59 -0.27 0.18 0.51
C -0.889 -0.910 3.068 0.26 -1.95 -0.31 -0.25
O -0.711 -1.066 1.683 0.84 0.56 -0.72 -0.78
H -1.472 -0.032 3.269 0.00 0.64 0.59 0.16
H -1.460 -1.816 3.355 0.24 0.55 0.73 0.17
H 0.126 -0.959 3.496 -0.68 0.42 0.23 0.19
H -1.576 -1.171 1.285 -0.51 -0.17 -0.70 0.50

***

Record 3
41
Properties=species:S:1:pos:R:3:forces:R:3:nbo_charge:R:1 method="wB97M-V/def2-TZVPD" e_tot_ha=-921.2502 mol_weight_g_mol=242.26 smiles="C=C/C=C/C=C.O.O.O.O.O.O.O.O.O" de_lowest_kcal_mol=123.7 orbital_gap_ha=0.3306 e_homo_ev=-8.894
C -0.877 -0.969 1.913 -0.91 -0.23 0.75 -0.24
C -1.319 -1.089 3.170 0.38 -0.24 -0.06 -0.36
C -1.510 1.222 0.962 1.02 -1.02 -0.27 -0.25
C -1.679 -0.111 1.005 0.62 0.06 0.30 -0.23
C -1.947 2.738 -0.914 0.12 -0.96 1.61 -0.41
C -2.336 2.172 0.250 -0.83 0.31 -2.06 -0.21
H -0.001 -1.491 1.539 -0.07 0.04 0.18 0.20
H -0.766 -1.556 3.987 -0.07 -0.26 -0.49 0.20
H -2.240 -0.604 3.488 0.15 0.12 -0.19 0.19
H -0.530 1.610 1.252 -0.52 -0.36 0.87 0.23
H -2.358 -0.735 0.447 -0.97 0.68 -0.28 0.23
H -0.923 2.544 -1.249 -0.45 0.30 -0.25 0.20
H -2.678 3.264 -1.488 0.06 0.54 -0.41 0.21
H -3.376 2.292 0.562 0.24 0.04 0.03 0.21
H -0.496 -1.378 -1.066 0.13 -0.75 0.27 0.50
H 0.640 -2.511 -1.350 -0.65 -0.37 0.51 0.50
O 0.306 -1.635 -1.538 0.39 1.24 -0.78 -1.00
H 2.078 -2.460 1.550 0.32 0.29 0.44 0.46
H 1.993 -1.533 0.433 0.34 0.64 -0.05 0.48
O 2.370 -1.560 1.328 -0.67 -0.87 -0.42 -0.93
H 3.812 1.414 -2.390 -0.05 -0.12 0.09 0.48
H 2.668 0.555 -2.926 0.22 0.04 0.03 0.47
O 3.520 0.934 -3.174 -0.19 0.02 -0.01 -0.95
H -0.647 -4.215 0.256 0.05 -0.26 0.50 0.49
H 0.782 -4.543 0.897 -0.52 -0.29 0.18 0.48
O 0.305 -4.111 0.187 0.52 0.56 -0.70 -0.97
H -0.666 -0.528 -3.306 0.68 0.28 -0.05 0.50
H -1.395 0.594 -4.206 0.57 -0.11 0.21 0.49
O -1.462 -0.255 -3.762 -0.90 -0.15 -0.23 -0.98
H -2.879 -1.684 -2.560 -0.35 -0.31 0.19 0.47
H -2.587 -0.371 -2.067 -0.18 0.39 0.24 0.48
O -3.065 -1.157 -1.770 0.36 -0.20 -0.28 -0.96
H 0.257 3.386 0.869 -0.29 -0.56 -0.57 0.48
H 1.654 3.629 1.077 0.60 -0.27 -0.37 0.47
O 1.104 3.032 0.548 -0.31 1.15 0.86 -0.94
H 1.114 -0.068 2.392 0.39 0.01 0.09 0.50
H 1.517 1.212 3.154 0.08 -0.18 -0.10 0.46
O 0.778 0.614 2.988 0.61 0.80 0.39 -0.96
H 2.356 1.509 0.307 0.12 -0.06 -0.03 0.49
H 3.616 1.754 1.099 0.14 -0.18 -0.08 0.46
O 3.277 1.213 0.377 -0.18 0.23 -0.03 -0.95

***

Record 4
54
Properties=species:S:1:pos:R:3:forces:R:3:nbo_charge:R:1 method="wB97M-V/def2-TZVPD" e_tot_ha=-1861.2578 mol_weight_g_mol=423.44 orbital_gap_ha=0.1726 e_homo_ev=-2.868 total_charge=-1
N 0.903 -3.005 -0.331 0.15 -0.04 0.69 -0.73
N 0.523 -4.267 0.264 -0.11 -0.51 -0.23 -0.83
S -0.306 -5.251 -0.883 0.18 0.42 0.50 -0.06
H 0.108 -2.377 -0.344 -0.10 -0.03 -0.39 0.33
H 1.247 -3.136 -1.275 -0.02 0.08 -0.14 0.30
H 0.710 -5.832 -1.588 -0.07 -0.16 -0.04 0.02
C -2.463 -0.843 0.514 -0.02 -0.01 0.19 0.78
O -1.829 -1.240 -0.445 -0.07 0.19 -0.28 -0.67
N -1.980 0.142 1.335 -0.06 0.11 -0.09 -0.85
N -3.695 -1.339 0.838 0.02 0.12 -0.10 -0.84
H -2.473 0.514 2.123 -0.03 -0.08 0.02 0.39
H -1.070 0.502 1.114 0.09 -0.11 0.13 0.41
H -4.059 -2.069 0.255 0.05 -0.04 0.01 0.41
H -4.227 -1.033 1.630 0.06 -0.03 0.06 0.39
C -2.855 -6.028 2.640 0.15 -0.02 -0.02 0.77
O -3.354 -6.337 3.717 -0.06 0.05 -0.04 -0.70
N -3.539 -5.286 1.709 -0.15 0.06 -0.06 -0.86
N -1.605 -6.376 2.256 -0.19 -0.09 0.03 -0.84
H -3.139 -5.021 0.826 0.12 -0.01 0.03 0.40
H -4.471 -5.005 1.939 0.00 -0.04 0.04 0.39
H -1.049 -6.913 2.893 0.01 0.04 0.02 0.40
H -1.229 -6.105 1.360 0.31 0.09 -0.07 0.42
C -0.426 1.719 -2.857 0.03 -0.27 -0.02 0.78
O 0.005 2.519 -3.677 -0.06 0.01 0.00 -0.69
N -0.724 0.422 -3.183 -0.11 0.06 -0.02 -0.86
N -0.644 2.037 -1.549 -0.13 0.28 0.16 -0.87
H -1.058 -0.254 -2.515 0.07 -0.01 0.10 0.42
H -0.568 0.139 -4.131 0.05 0.02 0.00 0.40
H -0.426 2.974 -1.231 0.07 -0.32 -0.18 0.43
H -1.008 1.363 -0.902 -0.04 -0.10 -0.14 0.38
C 1.246 5.225 -0.071 0.18 -0.02 0.00 0.78
O 0.493 4.499 -0.699 -0.08 0.29 0.17 -0.69
N 2.332 5.804 -0.654 -0.01 -0.01 0.04 -0.85
N 1.043 5.525 1.248 -0.02 0.02 -0.02 -0.85
H 2.956 6.422 -0.171 0.00 0.03 -0.03 0.39
H 2.527 5.588 -1.618 0.12 -0.06 0.04 0.43
H 0.247 5.114 1.696 0.00 -0.02 -0.01 0.41
H 1.649 6.119 1.780 0.04 -0.02 -0.02 0.39
C 1.545 7.881 -3.605 -0.03 -0.06 0.01 0.78
O 2.733 7.739 -3.352 0.00 0.02 -0.01 -0.69
N 1.110 8.697 -4.616 0.03 0.06 0.05 -0.85
N 0.575 7.239 -2.899 0.07 0.16 0.04 -0.84
H 0.143 8.824 -4.847 -0.01 -0.06 0.01 0.39
H 1.808 9.175 -5.152 0.02 -0.03 0.00 0.40
H 0.892 6.629 -2.166 -0.26 -0.02 -0.04 0.42
H -0.406 7.329 -3.078 0.01 -0.09 -0.08 0.39
C 3.328 -5.405 3.843 -0.05 0.06 -0.03 0.77
O 4.143 -5.640 4.729 -0.02 0.01 -0.02 -0.70
N 2.333 -4.483 3.983 -0.15 0.06 0.00 -0.85
N 3.338 -6.043 2.641 -0.12 -0.12 -0.21 -0.85
H 1.661 -4.284 3.257 0.07 -0.02 -0.10 0.42
H 2.285 -3.988 4.851 0.02 -0.02 0.01 0.39
H 4.050 -6.731 2.488 0.02 0.02 0.03 0.39
H 2.669 -5.848 1.910 0.02 0.14 0.01 0.42

***

Record 5
42
Properties=species:S:1:pos:R:3:forces:R:3:nbo_charge:R:1 method="wB97M-V/def2-TZVPD" e_tot_ha=-901.3956 mol_weight_g_mol=241.28 smiles="CN[C@H](C=O)C(C)C.O.O.O.O.O.O.O" de_lowest_kcal_mol=82.6 orbital_gap_ha=0.3523 e_homo_ev=-9.192
C 0.084 2.009 2.150 2.69 0.33 -1.60 -0.42
N -0.377 0.966 1.110 -0.62 2.88 -1.31 -0.71
C 0.805 0.199 0.496 -2.40 -0.16 0.54 -0.19
C 0.670 -1.278 0.885 0.53 -1.10 -0.76 -0.20
C 0.884 -1.302 2.443 -0.47 -2.46 -0.89 -0.62
C -0.484 -2.061 0.090 -0.58 2.41 -0.33 -0.64
C 0.884 0.310 -0.995 -0.63 3.20 0.87 0.47
O 1.732 -0.310 -1.549 1.16 -1.34 -1.90 -0.63
H -0.081 3.114 1.958 -0.15 -1.37 -0.63 0.20
H 1.258 1.925 2.197 -2.28 0.20 0.35 0.19
H -0.348 1.877 3.110 -0.35 -0.72 0.91 0.19
H -0.891 1.597 0.342 1.63 -2.11 1.88 0.40
H 1.691 0.643 0.929 0.46 -0.13 -0.25 0.24
H 1.500 -1.885 0.434 -0.07 1.32 0.83 0.19
H 1.947 -0.948 2.548 -1.06 -0.58 0.45 0.22
H 0.722 -2.430 2.776 0.59 2.46 -0.17 0.21
H 0.189 -0.626 2.976 0.42 -0.49 -0.19 0.21
H -1.485 -1.820 0.488 0.32 -0.69 0.01 0.21
H -0.587 -1.725 -1.004 0.56 -0.09 1.55 0.23
H -0.265 -3.105 -0.024 -0.11 -0.63 0.60 0.22
H 0.291 1.152 -1.487 0.48 -1.55 0.42 0.20
H -2.462 -1.367 2.586 0.86 -4.03 1.55 0.46
H -1.729 -0.150 1.998 -1.89 -0.39 0.25 0.52
O -2.651 -0.543 2.289 1.16 4.73 -1.85 -0.98
H -5.028 -1.310 0.212 -0.25 -0.11 0.24 0.48
H -3.755 -0.711 0.944 -0.04 -0.08 0.45 0.51
O -4.172 -0.913 0.088 0.20 0.20 -0.51 -1.01
H -1.439 2.167 -2.814 0.06 0.46 -0.71 0.47
H -1.894 1.246 -1.714 1.30 1.00 -0.29 0.50
O -1.250 2.022 -1.894 -1.77 -0.80 0.65 -0.99
H -3.177 -0.251 -2.546 -1.82 0.15 -1.69 0.47
H -2.936 -0.549 -1.132 -1.60 -0.87 2.37 0.50
O -2.506 -0.357 -1.926 3.16 0.55 -0.88 -0.95
H 2.883 2.302 -1.569 -1.28 0.60 1.48 0.50
H 1.781 3.228 -0.931 -0.99 1.76 -0.51 0.47
O 2.283 2.471 -0.750 2.17 -1.77 -0.52 -0.99
H 2.556 -2.751 -0.520 -0.04 -0.33 1.28 0.45
H 2.330 -2.182 -1.830 1.00 -0.39 0.12 0.48
O 2.976 -2.763 -1.362 -0.53 0.35 -1.56 -0.93
H 2.611 1.117 -2.984 0.00 -0.18 -0.06 0.50
H 4.105 1.238 -2.942 1.30 -0.82 0.11 0.48
O 3.335 1.756 -3.074 -1.14 0.59 -0.31 -0.94